1.
# C22H28N3O

A cluster of 2 separate species, C22H28N3O in total (ωB97M-V/def2-TZVPD, the OMol25 dataset).

Each line ends with the Löwdin charge.
Geometry (Å):
C1 -5.2156 -3.7939 -1.0595  -0.15
C2 -5.9199 -2.4943 -1.5035  -0.15
C3 -4.8993 -1.3599 -1.3082  -0.12
N1 -3.5717 -1.9914 -1.0906  -0.05
C4 -2.4140 -1.3822 -1.4887  0.00
C5 -1.1983 -2.0363 -1.4711  -0.07
C6 -0.1102 -1.6567 -2.2301  0.02
C7 1.1277 -2.3623 -2.2717  -0.21
C8 1.9988 -2.1688 -3.3610  -0.01
C9 3.1849 -2.8590 -3.4427  -0.06
C10 3.5515 -3.7404 -2.4395  -0.04
C11 2.7204 -3.9318 -1.3460  -0.06
C12 1.5222 -3.2647 -1.2608  -0.01
C13 -3.7130 -3.4774 -1.0593  -0.12
H1 -5.5404 -4.0849 -0.0525  0.12
H2 -5.4531 -4.6339 -1.7284  0.12
H3 -6.2075 -2.5633 -2.5602  0.12
H4 -6.8408 -2.3139 -0.9319  0.12
H5 -4.8431 -0.7049 -2.1852  0.13
H6 -5.1373 -0.7424 -0.4348  0.13
H7 -2.4853 -0.4212 -1.9652  0.15
H8 -1.1411 -2.9621 -0.9296  0.10
H9 -0.2342 -0.8255 -2.9042  0.13
H10 1.7094 -1.4906 -4.1462  0.12
H11 3.8294 -2.7078 -4.2920  0.11
H12 4.4922 -4.2644 -2.5026  0.12
H13 3.0228 -4.5954 -0.5525  0.11
H14 0.8979 -3.4054 -0.3949  0.11
H15 -3.1934 -3.8886 -0.1857  0.13
H16 -3.2293 -3.8798 -1.9570  0.13
C14 1.4923 5.1189 4.3421  -0.18
C15 1.0898 3.8430 3.6078  -0.14
N2 1.8318 3.7025 2.3471  -0.12
C16 1.3887 2.6923 1.4319  -0.22
C17 1.2169 1.3668 1.8164  0.00
C18 0.8539 0.4408 0.8714  -0.15
N3 0.6422 0.7090 -0.4060  0.06
C19 0.8005 1.9741 -0.7566  -0.15
C20 1.1719 2.9830 0.0938  0.01
C21 3.2854 3.9028 2.4891  -0.13
C22 3.6030 5.1594 3.2936  -0.18
O1 2.8995 5.1810 4.5272  -0.14
H17 1.1932 6.0126 3.7794  0.13
H18 1.0287 5.1794 5.3362  0.13
H19 1.2927 2.9654 4.2283  0.11
H20 0.0189 3.8395 3.3726  0.13
H21 1.4028 1.0681 2.8341  0.11
H22 0.7327 -0.5909 1.1603  0.10
H23 0.6227 2.2033 -1.7943  0.10
H24 1.3008 3.9935 -0.2520  0.12
H25 3.6997 3.0161 2.9757  0.12
H26 3.7187 3.9507 1.4851  0.13
H27 4.6716 5.2262 3.5334  0.13
H28 3.3315 6.0655 2.7389  0.12

Cartesian forces (eV/Å) of the 3 atoms listed first:
C -0.07 0.13 0.37
C -0.01 -0.05 -0.25
C -0.03 0.45 0.21

The calculation puts the HOMO energy at -10.5 eV. As for the energy relative to the best compared isomer or geometry (same formula, charge and spin): 62.54 kcal/mol. Its charge is +1. The value obtained for the maximum force is 3.18 eV/Å.

---

2.
# C22H28O6RhSe2

A structure of composition C22H28O6RhSe2 (ωB97M-V/def2-TZVPD, the OMol25 dataset).

Each line ends with the Löwdin charge.
Geometry (Å):
Rh1 1.4264 -0.2558 -0.2506  0.64
O1 1.5646 1.4388 0.9291  -0.22
C1 2.7434 2.2358 0.9574  -0.21
C2 3.2313 2.5530 -0.4597  -0.57
C3 4.0345 3.8590 -0.3175  -0.23
O2 4.6383 4.2987 -1.5231  -0.06
C4 4.1595 1.4777 -1.0575  -0.58
Se1 3.8137 -0.3664 -0.5083  0.66
C5 2.0488 2.8055 -1.4114  -0.50
Se2 1.1978 1.1964 -2.1468  0.68
H1 1.3609 1.0091 1.7836  0.09
H2 3.5293 1.7340 1.5281  0.12
H3 2.4831 3.1753 1.4597  0.13
H4 4.7988 3.7220 0.4609  0.13
H5 3.3759 4.6706 -0.0020  0.13
H6 5.1293 3.5568 -1.8931  0.07
H7 5.2019 1.6620 -0.7739  0.06
H8 4.0826 1.5119 -2.1446  0.04
H9 2.4128 3.3622 -2.2747  0.06
H10 1.2875 3.4031 -0.9065  0.07
O3 -0.8473 -0.5076 -0.1517  -0.15
C6 -1.5698 -0.5236 1.0715  -0.29
C7 -0.5698 -0.6570 2.2854  -0.57
O4 -1.0209 -0.7272 3.4253  0.02
O5 0.6461 -0.6203 1.9419  -0.09
C8 -2.5926 -1.6644 1.0404  -0.10
C9 -3.2857 -2.0495 2.1877  -0.02
C10 -4.2219 -3.0695 2.1388  -0.08
C11 -4.4903 -3.7278 0.9462  -0.11
C12 -3.8117 -3.3481 -0.1992  -0.09
C13 -2.8750 -2.3233 -0.1524  -0.02
C14 -2.2972 0.8252 1.1568  -0.11
C15 -2.9305 1.2474 2.3236  -0.02
C16 -3.6024 2.4599 2.3613  -0.09
C17 -3.6501 3.2759 1.2401  -0.11
C18 -3.0127 2.8658 0.0796  -0.09
C19 -2.3425 1.6507 0.0362  -0.01
H11 -0.5929 -1.4164 -0.4274  0.06
H12 -3.0573 -1.5677 3.1256  0.10
H13 -4.7406 -3.3565 3.0453  0.10
H14 -5.2192 -4.5280 0.9122  0.09
H15 -4.0068 -3.8469 -1.1403  0.10
H16 -2.3783 -2.0322 -1.0685  0.11
H17 -2.8686 0.6357 3.2109  0.10
H18 -4.0851 2.7704 3.2803  0.09
H19 -4.1698 4.2258 1.2748  0.09
H20 -3.0276 3.4951 -0.8017  0.10
H21 -1.8284 1.3487 -0.8646  0.09
C20 0.3855 -3.3138 -2.8505  -0.07
C21 1.5083 -2.6497 -2.0579  -0.58
C22 2.5118 -3.6958 -1.5874  -0.08
O6 0.9209 -1.9758 -0.9775  -0.41
H22 0.7766 -3.8351 -3.7276  0.07
H23 -0.3350 -2.5650 -3.1834  0.07
H24 -0.1361 -4.0367 -2.2185  0.08
H25 2.0178 -1.9335 -2.7182  0.11
H26 1.9957 -4.4682 -1.0116  0.08
H27 3.2728 -3.2440 -0.9561  0.03
H28 3.0100 -4.1666 -2.4385  0.07

Cartesian forces (eV/Å) of the 3 atoms listed first:
Rh -0.72 0.72 0.19
O 0.26 0.65 -0.25
C 0.07 0.19 0.06

The calculation puts the HOMO energy at -4.6 eV. As for the energy relative to the best compared isomer or geometry (same formula, charge and spin): 11.60 kcal/mol. Its charge is -1. The value obtained for the maximum force is 1.04 eV/Å.

---

3.
# C22H29AlBrF2IN2O

A structure of composition C22H29AlBrF2IN2O (ωB97M-V/def2-TZVPD, the OMol25 dataset).

Each line ends with the Löwdin charge.
Geometry (Å):
Al1 0.1465 -0.5265 -0.1796  0.25
C1 -5.3265 -1.7630 0.7678  0.01
N1 -4.3472 -0.6470 0.6993  -0.16
C2 -3.5491 -0.5610 1.9506  0.02
C3 -3.4561 -0.6725 -0.5286  -0.11
C4 -2.6316 -1.9210 -0.7104  -0.23
C5 -3.2427 -3.0776 -1.1898  -0.03
C6 -2.5276 -4.2525 -1.3545  -0.04
C7 -1.1795 -4.2831 -1.0413  -0.04
C8 -0.5607 -3.1168 -0.6199  -0.10
C9 -1.2514 -1.9014 -0.4570  -0.13
H1 -6.0483 -1.5560 1.5545  0.12
H2 -4.8068 -2.6898 0.9917  0.11
H3 -5.8532 -1.8559 -0.1788  0.11
H4 -4.8852 0.2161 0.6203  0.18
H5 -2.8172 -1.3646 1.9592  0.11
H6 -4.2030 -0.6488 2.8147  0.12
H7 -3.0272 0.3910 1.9844  0.10
H8 -2.7938 0.1840 -0.4318  0.05
H9 -4.1042 -0.5160 -1.3922  0.14
H10 -4.2879 -3.0651 -1.4737  0.12
H11 -3.0215 -5.1388 -1.7296  0.12
H12 -0.6175 -5.1995 -1.1635  0.12
H13 0.5050 -3.1538 -0.4064  0.08
Br1 -3.5442 2.8386 -1.5133  0.79
C10 -2.1472 4.1007 -1.4853  -0.72
C11 -2.4945 5.4405 -1.4023  -0.11
C12 -1.5045 6.4103 -1.3997  -0.04
C13 -0.1698 6.0436 -1.4584  -0.05
C14 0.1871 4.7065 -1.5359  -0.13
C15 -0.8062 3.7456 -1.5586  -0.60
I1 -0.1764 1.7112 -1.8402  1.27
H14 -3.5397 5.7087 -1.3414  0.11
H15 -1.7837 7.4536 -1.3520  0.12
H16 0.6034 6.7990 -1.4457  0.12
H17 1.2299 4.4237 -1.5762  0.11
F1 -0.8486 0.4718 1.8487  -0.11
C16 0.5686 0.3074 1.6019  -0.29
F2 1.0559 1.5833 1.4432  -0.04
H18 0.9865 -0.0714 2.5332  0.12
O1 1.5617 -0.8875 -1.1430  -0.02
C17 2.6668 -1.0805 -1.7345  -0.38
C18 2.8975 -2.2931 -2.5609  -0.05
C19 3.9421 -3.0990 -1.7101  -0.13
C20 3.9238 -2.8393 -0.1765  -0.16
C21 4.7427 -1.6266 0.3261  -0.15
C22 4.1041 -0.2642 -0.0019  -0.10
N2 3.7246 -0.3522 -1.4269  0.13
H19 3.3011 -2.0617 -3.5466  0.14
H20 1.9681 -2.8441 -2.6824  0.13
H21 4.9458 -2.8894 -2.0833  0.12
H22 3.7568 -4.1577 -1.8850  0.12
H23 4.3389 -3.7253 0.3016  0.12
H24 2.8929 -2.7566 0.1859  0.11
H25 5.7422 -1.6656 -0.1151  0.12
H26 4.8740 -1.6992 1.4069  0.12
H27 4.8003 0.5577 0.1415  0.13
H28 3.2100 -0.0776 0.5874  0.11
H29 4.5261 -0.5367 -2.0170  0.16

Cartesian forces (eV/Å) of the 3 atoms listed first:
Al -0.50 -0.01 0.85
C -0.30 -0.24 -0.03
N 0.07 -0.05 -0.02

The calculation puts the HOMO energy at -14.3 eV. Its charge is +2. The value obtained for the maximum force is 0.98 eV/Å.

---

4.
# C22H29As2O2S6Zn

A structure of composition C22H29As2O2S6Zn (ωB97M-V/def2-TZVPD, the OMol25 dataset).

Each line ends with the Löwdin charge.
Geometry (Å):
Zn1 -0.0949 -0.0775 0.1163  0.37
C1 -3.8963 -0.7450 2.5909  -0.27
As1 -2.0606 -0.3113 2.0705  1.09
C2 -2.1994 1.5513 2.6268  -0.36
C3 -1.0651 -0.8664 3.6808  -0.41
C4 -1.4358 -0.5210 4.9757  -0.11
C5 -0.6844 -0.9297 6.0672  -0.09
C6 0.4556 -1.6941 5.8712  -0.09
C7 0.8370 -2.0488 4.5854  -0.11
C8 0.0845 -1.6435 3.4857  -0.41
As2 0.6093 -2.1178 1.6549  1.11
C9 2.1871 -3.2093 1.9746  -0.30
C10 -0.6830 -3.5728 1.4259  -0.29
H1 -4.1066 -0.2411 3.5315  0.02
H2 -4.0435 -1.8181 2.7017  0.02
H3 -4.5548 -0.3676 1.8102  0.03
H4 -2.5561 1.5883 3.6587  0.02
H5 -2.8832 2.0799 1.9818  -0.08
H6 -1.2228 2.0286 2.5751  0.04
H7 -2.3227 0.0780 5.1424  0.09
H8 -0.9875 -0.6485 7.0679  0.10
H9 1.0506 -2.0133 6.7178  0.10
H10 1.7346 -2.6384 4.4523  0.08
H11 1.9655 -3.9754 2.7165  0.03
H12 3.0150 -2.5859 2.3070  0.04
H13 2.4563 -3.6843 1.0331  0.02
H14 -0.6326 -4.2362 2.2884  0.03
H15 -0.4473 -4.1272 0.5178  0.03
H16 -1.6888 -3.1671 1.3352  0.00
C11 2.6458 0.7063 -6.7179  -0.06
C12 2.6483 0.2434 -5.2853  -0.29
C13 3.1697 1.0443 -4.2748  -0.04
C14 3.1338 0.6453 -2.9473  -0.07
C15 2.5694 -0.5743 -2.6290  -0.43
C16 2.0462 -1.3948 -3.6135  -0.08
C17 2.0856 -0.9815 -4.9353  -0.05
S1 2.5439 -1.1033 -0.9245  0.74
C18 3.9733 -2.2281 -1.1357  -0.25
O1 3.1210 -0.0632 -0.0276  -0.54
H17 3.3443 1.5306 -6.8641  0.07
H18 1.6543 1.0559 -7.0147  0.08
H19 2.9281 -0.0994 -7.3981  0.07
H20 3.5939 2.0094 -4.5300  0.11
H21 3.5034 1.2717 -2.1460  0.11
H22 1.5872 -2.3417 -3.3507  0.11
H23 1.6610 -1.6143 -5.7074  0.11
H24 4.8126 -1.6610 -1.5367  0.05
H25 3.7039 -3.0390 -1.8150  0.04
H26 4.2285 -2.6259 -0.1540  0.02
C19 -0.8924 4.3799 -2.4482  -0.40
S2 -2.4998 3.9394 -3.1586  0.77
C20 -3.5413 3.8947 -1.7529  -1.04
C21 -3.4148 3.0501 -0.6871  -1.14
S3 -2.1510 1.9233 -0.4426  0.50
S4 -4.7206 3.2557 0.4810  0.87
C22 -5.6187 4.5152 -0.2792  -1.55
S5 -7.0149 5.1618 0.3477  0.42
S6 -4.8858 5.0095 -1.7412  0.87
H27 -0.2434 4.6042 -3.2949  0.02
H28 -0.4932 3.5338 -1.8909  -0.01
H29 -0.9883 5.2619 -1.8178  0.04
O2 0.6797 0.6042 -1.2707  -0.74

Cartesian forces (eV/Å) of the 3 atoms listed first:
Zn -0.32 0.00 0.01
C 0.06 -0.37 -0.24
As 0.04 1.11 0.48

The calculation puts the HOMO energy at -3.8 eV. As for the energy relative to the best compared isomer or geometry (same formula, charge and spin): 59.89 kcal/mol. Its charge is -1. The value obtained for the maximum force is 1.21 eV/Å.